No. 1
The following is a DFT calculation (ωB97M-V/def2-TZVPD) of a structure of composition C27H30N4OReS.

For the LUMO energy (alpha / beta), the calculation gives -8.14 / -7.75 eV. Its total charge is +2. The spin multiplicity is 2.

Atoms and positions in Å:
Re: 1.172 -1.578 -1.684
C: -2.735 3.853 -0.167
C: -2.309 3.277 1.154
C: -2.691 3.863 2.355
C: -2.296 3.345 3.578
C: -1.481 2.223 3.619
C: -1.083 1.620 2.439
C: -1.511 2.131 1.213
N: -1.085 1.569 -0.028
C: -0.741 0.305 -0.298
N: -1.213 -0.668 0.486
C: -1.025 -2.056 0.418
C: -0.133 -2.647 -0.491
C: -0.057 -4.045 -0.553
C: -0.819 -4.826 0.290
C: -1.667 -4.218 1.213
C: -1.782 -2.840 1.303
C: -2.691 -2.209 2.325
N: 0.028 0.035 -1.374
C: 0.281 1.062 -2.349
C: 1.585 1.541 -2.477
C: 1.891 2.473 -3.452
C: 0.883 2.930 -4.290
C: -0.410 2.445 -4.156
C: -0.745 1.493 -3.198
C: -2.137 0.930 -3.116
H: -3.366 4.725 -0.015
H: -3.301 3.127 -0.756
H: -1.873 4.175 -0.761
H: -3.313 4.748 2.329
H: -2.611 3.817 4.498
H: -1.140 1.826 4.566
H: -0.403 0.779 2.472
H: -0.908 2.231 -0.773
H: -1.903 -0.368 1.164
H: 0.596 -4.519 -1.279
H: -0.763 -5.904 0.229
H: -2.262 -4.842 1.867
H: -3.063 -2.967 3.009
H: -3.564 -1.740 1.861
H: -2.168 -1.458 2.922
H: 2.349 1.200 -1.782
H: 2.902 2.841 -3.558
H: 1.110 3.659 -5.056
H: -1.181 2.793 -4.832
H: -2.723 1.264 -3.968
H: -2.661 1.241 -2.208
H: -2.109 -0.161 -3.131
N: -0.568 -2.171 -4.286
C: 0.038 -1.969 -3.322
O: 2.997 -2.001 -0.948
S: 3.755 -2.824 0.138
C: 5.163 -1.742 0.539
C: 4.816 -0.942 1.802
C: 3.296 -0.963 1.961
C: 2.886 -2.399 1.673
H: 5.322 -1.125 -0.346
H: 6.031 -2.389 0.666
H: 5.207 0.071 1.735
H: 5.277 -1.411 2.672
H: 2.824 -0.285 1.244
H: 2.996 -0.658 2.962
H: 1.820 -2.572 1.526
H: 3.265 -3.092 2.429



No. 2
The following is a DFT calculation (ωB97M-V/def2-TZVPD) of a cluster of 2 separate species, CHN3O2 in total.

For the LUMO energy (alpha / beta), the calculation gives 0.32 / -1.87 eV. Its total charge is 0. The spin multiplicity is 1. The value obtained for the relative energy (zero: lowest compared OMol25 entry of this formula, charge and spin) is 514.17 kJ/mol.

Atoms and positions in Å:
C: 0.120 -1.075 -1.193
N: 0.638 -2.093 -1.428
N: 0.731 -0.036 2.130
N: -0.677 -0.254 -0.626
O: -0.283 1.035 -0.389
O: 0.697 1.050 1.851
H: -1.226 1.373 -0.345



No. 3
The following is a DFT calculation (ωB97M-V/def2-TZVPD) of a cluster of 6 separate species, C33H82BrN5O3 in total.

For the LUMO energy (alpha / beta), the calculation gives -5.49 / -5.69 eV. Its total charge is +3. The spin multiplicity is 2.

Atoms and positions in Å:
C: 2.569 -1.714 5.194
N: 1.122 -2.330 5.340
C: 1.292 -3.681 6.135
C: 0.250 -1.328 6.089
C: 0.441 -2.580 3.949
C: 0.601 -1.479 2.922
O: 1.743 -1.447 2.136
H: 2.452 -0.774 4.654
H: 3.074 -2.354 4.470
H: 3.120 -1.763 6.133
H: 0.350 -4.201 6.310
H: 1.568 -3.415 7.155
H: 2.001 -4.257 5.541
H: -0.615 -1.950 6.318
H: 0.027 -0.405 5.555
H: 0.722 -1.022 7.023
H: -0.604 -2.785 4.184
H: 1.061 -3.421 3.637
H: 0.291 -0.507 3.306
H: -0.087 -1.717 2.111
H: 1.452 -1.084 1.296
C: -3.381 -0.918 -0.442
N: -3.954 0.396 -0.925
C: -4.000 1.355 0.304
C: -2.931 1.004 -1.899
C: -5.351 0.373 -1.637
C: -6.560 0.406 -0.689
O: -6.711 -0.673 0.187
H: -3.327 -1.616 -1.277
H: -4.071 -1.346 0.286
H: -2.359 -0.882 -0.065
H: -4.189 2.367 -0.053
H: -3.106 1.282 0.924
H: -4.729 0.963 1.014
H: -1.946 1.247 -1.500
H: -3.418 1.921 -2.230
H: -2.982 0.232 -2.667
H: -5.392 -0.516 -2.267
H: -5.402 1.308 -2.194
H: -7.457 0.435 -1.306
H: -6.616 1.316 -0.092
H: -7.646 -0.878 0.260
C: 1.214 3.941 -5.009
N: 1.392 3.159 -3.707
C: 1.838 1.692 -3.987
C: 2.541 3.823 -2.907
C: 0.133 3.139 -2.816
C: -0.420 4.429 -2.256
O: -0.920 5.292 -3.311
H: 0.979 4.970 -4.736
H: 0.408 3.471 -5.572
H: 2.030 3.846 -5.726
H: 1.961 1.214 -3.015
H: 2.732 1.570 -4.599
H: 1.020 1.173 -4.486
H: 2.733 3.204 -2.030
H: 2.219 4.826 -2.628
H: 3.442 3.859 -3.518
H: 0.434 2.453 -2.025
H: -0.543 2.483 -3.365
H: 0.330 4.886 -1.611
H: -1.302 4.255 -1.639
H: -1.269 6.153 -3.071
C: -1.711 -6.892 -5.230
C: -0.949 -5.636 -5.642
C: -0.761 -4.573 -4.592
C: 0.124 -5.153 -3.468
N: 0.300 -4.152 -2.281
C: -1.024 -3.820 -1.600
C: -0.861 -3.830 -0.038
C: 0.628 -4.154 0.222
C: 1.171 -4.671 -1.103
C: 0.946 -2.790 -2.720
H: -2.505 -6.559 -4.562
H: -1.140 -7.641 -4.682
H: -2.246 -7.358 -6.058
H: -1.444 -5.199 -6.509
H: -0.011 -5.886 -6.138
H: -1.648 -4.159 -4.113
H: -0.243 -3.724 -5.037
H: 1.163 -5.444 -3.622
H: -0.273 -6.005 -2.915
H: -1.400 -2.845 -1.910
H: -1.757 -4.544 -1.955
H: -1.033 -2.836 0.376
H: -1.415 -4.658 0.405
H: 1.222 -3.361 0.677
H: 0.811 -4.969 0.923
H: 2.216 -4.477 -1.344
H: 1.082 -5.751 -1.214
H: 1.905 -3.080 -3.148
H: 1.141 -2.188 -1.833
H: 0.376 -2.241 -3.470
C: 5.194 1.771 1.661
C: 4.354 2.831 0.877
C: 3.552 3.841 1.669
C: 2.490 3.022 2.453
N: 1.277 3.899 3.056
C: 0.210 3.005 3.802
C: -0.910 2.716 2.791
C: -0.541 3.507 1.504
C: 0.378 4.586 1.974
C: 1.779 4.966 4.079
H: 5.829 2.290 2.379
H: 5.977 1.266 1.096
H: 4.619 1.087 2.285
H: 3.833 2.196 0.161
H: 5.205 3.405 0.511
H: 2.964 4.484 1.014
H: 4.180 4.500 2.269
H: 3.014 2.585 3.302
H: 1.942 2.338 1.804
H: -0.254 3.319 4.737
H: 0.822 2.107 3.887
H: -1.893 2.920 3.214
H: -0.960 1.659 2.527
H: -1.462 3.960 1.138
H: 0.024 2.852 0.841
H: -0.073 5.385 2.563
H: 1.073 5.008 1.249
H: 2.458 4.469 4.772
H: 0.943 5.355 4.659
H: 2.430 5.661 3.548
Br: 0.625 0.209 -0.418



No. 4
The following is a DFT calculation (ωB97M-V/def2-TZVPD) of a structure of composition C45H73NO19.

For the LUMO energy, the calculation gives 0.00 eV. Its total charge is 0. The spin multiplicity is 1.

Atoms and positions in Å:
C: 18.514 -28.450 -21.831
C: 17.061 -29.003 -21.658
C: 17.172 -30.420 -21.016
C: 17.566 -30.519 -19.517
C: 16.508 -29.669 -18.842
C: 16.314 -28.175 -19.248
N: 16.277 -28.161 -20.768
O: 15.919 -26.850 -21.292
C: 14.866 -27.845 -18.704
C: 17.532 -27.382 -18.705
C: 16.322 -29.274 -23.038
H: 19.211 -28.859 -21.101
H: 18.493 -27.364 -21.732
H: 18.864 -28.664 -22.841
H: 16.214 -30.930 -21.122
H: 17.952 -30.998 -21.511
H: 18.589 -30.172 -19.368
H: 17.651 -31.557 -19.193
H: 16.661 -29.799 -17.771
H: 15.594 -30.137 -19.207
H: 14.611 -26.789 -18.610
H: 14.020 -28.301 -19.217
H: 14.702 -28.029 -17.642
H: 17.207 -27.269 -17.671
H: 18.434 -27.886 -19.052
H: 17.795 -26.420 -19.146
H: 15.238 -29.163 -23.035
H: 16.461 -30.269 -23.461
H: 16.790 -28.653 -23.801
H: 16.782 -26.430 -21.316
O: 21.607 -24.698 -25.989
C: 21.357 -25.588 -26.774
O: 20.121 -25.646 -27.212
C: 19.884 -26.813 -28.105
C: 21.152 -27.579 -27.999
C: 22.259 -26.609 -27.409
H: 19.630 -26.440 -29.097
H: 18.932 -27.278 -27.851
H: 21.425 -28.173 -28.871
H: 20.993 -28.389 -27.287
H: 22.859 -26.090 -28.156
H: 22.889 -27.176 -26.723
O: 16.307 -28.658 -25.228
C: 17.440 -28.252 -25.156
O: 18.141 -27.661 -26.215
C: 19.436 -27.418 -25.811
C: 19.671 -28.267 -24.588
C: 18.353 -28.344 -23.907
H: 19.606 -26.355 -25.640
H: 20.112 -27.750 -26.599
H: 20.259 -27.865 -23.763
H: 19.946 -29.304 -24.785
H: 18.027 -27.582 -23.199
H: 18.257 -29.373 -23.560
O: 21.729 -27.685 -25.540
C: 21.615 -28.918 -25.619
O: 21.299 -29.528 -24.441
C: 21.023 -30.886 -24.753
C: 21.904 -31.149 -25.975
C: 21.667 -29.834 -26.805
H: 20.006 -31.155 -25.036
H: 21.180 -31.251 -23.738
H: 21.547 -32.044 -26.486
H: 22.894 -31.495 -25.677
H: 20.804 -29.695 -27.456
H: 22.465 -29.500 -27.469
O: 19.419 -31.821 -29.891
C: 19.028 -31.173 -28.935
O: 18.396 -31.916 -27.950
C: 17.595 -31.079 -27.106
C: 18.317 -29.741 -27.312
C: 19.058 -29.739 -28.569
H: 17.426 -31.403 -26.079
H: 16.636 -30.959 -27.609
H: 19.084 -29.474 -26.586
H: 17.530 -28.988 -27.369
H: 20.116 -29.559 -28.375
H: 18.795 -29.108 -29.417
O: 19.579 -30.082 -21.560
C: 20.347 -29.144 -21.781
O: 19.909 -27.846 -21.785
C: 20.978 -26.936 -22.134
C: 21.903 -27.704 -22.846
C: 21.749 -29.193 -22.253
H: 21.518 -26.586 -21.254
H: 20.644 -26.124 -22.779
H: 22.922 -27.324 -22.770
H: 21.366 -27.709 -23.794
H: 22.425 -29.356 -21.414
H: 21.965 -29.719 -23.184
O: 14.495 -28.549 -28.017
C: 15.526 -27.912 -27.657
O: 16.590 -27.847 -28.473
C: 17.558 -26.971 -28.053
C: 16.751 -26.094 -27.103
C: 15.690 -26.951 -26.543
H: 17.854 -26.358 -28.905
H: 18.452 -27.349 -27.557
H: 16.351 -25.356 -27.798
H: 17.381 -25.720 -26.296
H: 14.742 -26.449 -26.351
H: 16.004 -27.655 -25.772
O: 20.067 -32.322 -24.914
C: 18.935 -31.873 -24.630
O: 18.393 -30.746 -25.051
C: 17.029 -30.644 -24.671
C: 16.658 -32.127 -24.362
C: 17.939 -32.596 -23.821
H: 16.528 -30.272 -25.565
H: 16.876 -29.986 -23.815
H: 16.313 -32.750 -25.187
H: 15.921 -32.029 -23.565
H: 18.025 -33.664 -24.022
H: 18.164 -32.505 -22.759
O: 17.864 -25.362 -22.720
C: 18.337 -24.912 -23.775
O: 17.790 -25.106 -24.965
C: 18.542 -24.589 -26.163
C: 19.626 -23.761 -25.501
C: 19.685 -24.364 -24.062
H: 17.821 -23.895 -26.597
H: 18.986 -25.272 -26.887
H: 19.416 -22.692 -25.497
H: 20.582 -23.753 -26.024
H: 20.120 -23.679 -23.334
H: 20.447 -25.139 -23.978
O: 15.148 -31.584 -25.075
C: 14.556 -30.476 -25.072
O: 13.173 -30.443 -24.854
C: 12.819 -29.091 -24.513
C: 13.953 -28.204 -24.879
C: 15.131 -29.139 -25.050
H: 12.748 -29.084 -23.425
H: 11.781 -28.913 -24.794
H: 14.186 -27.598 -24.003
H: 13.819 -27.596 -25.773
H: 15.723 -28.887 -24.170
H: 15.490 -28.893 -26.049



No. 5
The following is a DFT calculation (ωB97M-V/def2-TZVPD) of a cluster of 2 separate species, C4H10N4 in total.

For the LUMO energy (alpha / beta), the calculation gives 0.03 / 0.03 eV. Its total charge is 0. The spin multiplicity is 1. The value obtained for the relative energy (zero: lowest compared OMol25 entry of this formula, charge and spin) is 435.90 kJ/mol.

Atoms and positions in Å:
C: -0.207 0.199 -1.264
C: -1.347 -0.872 0.812
C: -0.210 -0.815 -0.122
N: -1.156 1.266 -0.989
N: 1.176 0.559 -1.535
C: 0.889 -0.039 2.278
N: -0.009 0.406 1.532
N: 0.575 -1.834 -0.012
H: -0.573 -0.337 -2.148
H: 1.276 1.070 -2.404
H: 1.566 1.097 -0.769
H: -1.208 1.925 -1.757
H: -0.908 1.750 -0.133
H: 1.214 -1.945 -0.798
H: -2.078 -0.124 1.089
H: -1.651 -1.882 1.077
H: 1.367 0.635 2.990
H: 1.282 -1.059 2.153



No. 6
The following is a DFT calculation (ωB97M-V/def2-TZVPD) of the molecule C2H2Cl2OS.

For the LUMO energy, the calculation gives -0.50 eV. Its SMILES is OC(=S)C(Cl)Cl. Its total charge is 0. The spin multiplicity is 1. The value obtained for the relative energy (zero: lowest compared OMol25 entry of this formula, charge and spin) is 26.32 kJ/mol.

Atoms and positions in Å:
C: -0.854 -0.133 0.129
C: 0.439 0.148 -0.605
H: 0.342 -0.407 1.499
H: 0.290 0.245 -1.663
O: -0.638 -0.414 1.411
S: -2.352 0.102 -0.468
Cl: 1.593 -1.176 -0.318
Cl: 1.180 1.634 0.014



No. 7
The following is a DFT calculation (ωB97M-V/def2-TZVPD) of a structure of composition C15H18ClSi.

For the LUMO energy, the calculation gives -6.39 eV. Its total charge is +1. The spin multiplicity is 1. The value obtained for the relative energy (zero: lowest compared OMol25 entry of this formula, charge and spin) is 252.03 kJ/mol.

Atoms and positions in Å:
C: -0.438 -0.755 -4.021
Si: 0.054 -1.312 -2.288
C: -0.685 -3.034 -1.930
Cl: 2.071 -1.900 -2.603
H: 0.021 -0.267 -0.744
H: -1.473 -0.403 -3.898
H: 0.217 0.062 -4.345
H: -0.376 -1.548 -4.795
H: -1.777 -2.859 -1.794
H: -0.502 -3.752 -2.776
H: -0.228 -3.461 -1.005
C: 0.076 -0.016 0.393
C: -1.186 0.627 0.832
C: -2.349 0.104 0.192
C: -3.625 0.547 0.560
C: -3.793 1.500 1.553
C: -2.668 2.056 2.172
C: -1.368 1.625 1.817
C: 1.417 0.450 0.882
C: 2.504 -0.286 0.351
C: 3.805 -0.134 0.825
C: 4.070 0.756 1.858
C: 3.038 1.566 2.343
C: 1.732 1.480 1.806
H: 0.001 -1.196 0.718
H: -2.285 -0.600 -0.639
H: -4.518 0.169 0.032
H: -4.768 1.844 1.886
H: -2.744 2.846 2.922
H: -0.531 2.098 2.322
H: 2.379 -0.965 -0.499
H: 4.646 -0.684 0.372
H: 5.053 0.871 2.301
H: 3.210 2.327 3.111
H: 1.017 2.245 2.089



No. 8
The following is a DFT calculation (ωB97M-V/def2-TZVPD) of a cluster of 2 separate species, C9H14 in total.

For the LUMO energy (alpha / beta), the calculation gives -4.39 / -8.12 eV. Its total charge is +1. The spin multiplicity is 2. The value obtained for the relative energy (zero: lowest compared OMol25 entry of this formula, charge and spin) is 18.60 kJ/mol.

Atoms and positions in Å:
C: 1.908 3.392 0.272
C: 2.071 4.303 1.477
H: 1.796 2.351 0.574
H: 1.128 3.698 -0.423
H: 2.828 3.319 -0.321
H: 2.798 5.087 1.277
H: 2.422 3.758 2.355
H: 1.129 4.766 1.769
C: -1.861 -2.631 -1.966
C: 0.021 0.137 -0.285
C: -0.593 -0.586 -1.267
C: 0.041 -0.369 1.035
C: -1.085 -1.884 -0.986
C: -0.398 -1.691 1.316
C: -0.892 -2.468 0.324
H: 0.391 1.132 -0.491
H: -0.626 -0.177 -2.264
H: 0.349 0.275 1.846
H: -0.239 -2.068 2.312
H: -2.265 -2.037 -2.779
H: -2.631 -3.285 -1.562
H: -1.233 -3.480 0.490
H: -1.108 -3.303 -2.411



No. 9
The following is a DFT calculation (ωB97M-V/def2-TZVPD) of the molecule C2H4ClFO2.

For the LUMO energy, the calculation gives 0.77 eV. Its SMILES is CO[C@](O)(F)Cl. Its total charge is 0. The spin multiplicity is 1. The value obtained for the relative energy (zero: lowest compared OMol25 entry of this formula, charge and spin) is 73.08 kJ/mol.

Atoms and positions in Å:
C: -0.456 -0.800 -0.415
C: 1.697 0.242 -0.025
O: 1.447 1.236 0.916
O: 0.899 -0.876 0.081
F: 1.735 0.895 -1.236
Cl: 3.318 -0.505 0.118
H: -1.042 0.167 -0.296
H: -0.988 -1.755 -0.103
H: -0.370 -0.865 -1.506
H: 2.144 1.662 1.268



No. 10
The following is a DFT calculation (ωB97M-V/def2-TZVPD) of a structure of composition C4H9FO2Pr.

For the LUMO energy (alpha / beta), the calculation gives -4.83 / -4.73 eV. Its total charge is +1. The spin multiplicity is 3.

Atoms and positions in Å:
F: 3.279 -0.047 0.175
C: -0.791 2.021 0.369
O: -2.141 1.491 0.513
C: -2.499 0.501 -0.422
C: -2.084 -0.927 -0.049
O: -0.715 -1.183 -0.063
H: -0.623 2.613 1.286
H: -0.809 2.766 -0.455
H: -2.088 0.755 -1.420
H: -3.598 0.522 -0.506
H: -2.616 -1.593 -0.762
H: -2.519 -1.139 0.951
Pr: 0.813 0.260 0.174
C: 3.977 -1.304 0.066
H: 5.013 -1.038 -0.154
H: 3.915 -1.826 1.026
H: 3.488 -1.871 -0.730



No. 11
The following is a DFT calculation (ωB97M-V/def2-TZVPD) of a cluster of 2 separate species, C4H13N2O in total.

For the LUMO energy, the calculation gives -3.57 eV. Its total charge is +1. The spin multiplicity is 1. The value obtained for the relative energy (zero: lowest compared OMol25 entry of this formula, charge and spin) is 130.26 kJ/mol.

Atoms and positions in Å:
C: -0.125 -1.905 1.885
C: -0.536 -0.469 2.077
C: -0.995 0.319 0.818
N: 0.085 0.302 -1.945
C: -0.620 -0.684 -1.419
N: -1.292 -0.577 -0.304
H: -0.954 -2.581 1.755
H: 0.542 -2.260 2.672
H: 0.546 -2.072 1.028
H: -1.364 -0.469 2.774
H: 0.238 0.072 2.616
H: -1.915 0.844 1.064
H: -0.263 1.070 0.588
H: 0.700 0.049 -2.706
H: 0.403 1.082 -1.384
H: -0.775 -1.593 -1.980
H: -2.036 -1.228 -0.105
H: 2.944 4.135 -2.310
H: 3.012 2.619 -2.665
O: 2.405 3.347 -2.459